{"formula": "C6H12NS", "method": "ωB97M-V/def2-TZVPD", "total_charge": 1, "e_tot_ev": -18732.4812, "homo_ev": [-12.64, -12.64], "e_above_lowest_kcal_mol": 63.9, "elements": ["C", "C", "C", "C", "C", "C", "N", "S", "H", "H", "H", "H", "H", "H", "H", "H", "H", "H", "H", "H"], "coordinates": [[0.1072, -1.8293, 0.1448], [-1.2438, -2.0252, 0.3240], [-2.4088, 0.5956, 0.2416], [-3.5002, 1.5323, -0.1674], [2.5381, 0.4098, 0.3351], [2.1801, -0.7855, -0.5104], [0.7373, -0.9299, -0.5533], [-2.6247, -1.0032, -0.1125], [0.6300, -2.6499, 0.6376], [-1.5234, -2.9194, 0.7297], [-1.4011, 0.9037, 0.3315], [-4.5582, 1.1749, -0.4240], [-3.4114, 2.0578, -1.0577], [-3.6743, 2.2141, 0.6839], [3.6832, 0.6241, 0.2477], [1.9384, 1.4475, 0.2869], [2.4389, 0.1617, 1.3829], [2.6817, -1.6998, -0.0736], [2.5949, -0.8414, -1.6275], [0.1541, -0.2590, -1.0435]], "atomic_forces_ev_per_a": [[-1.66, -1.34, 0.60], [-0.02, 3.27, -1.36], [-1.21, -1.65, -2.66], [-2.49, -0.65, 2.07], [1.89, 2.72, 0.44], [1.39, -0.60, -2.32], [0.06, -0.05, 0.01], [0.72, -0.42, 1.11], [0.68, 0.45, -0.31], [-1.08, -2.03, 0.98], [0.78, 0.78, 0.92], [1.51, -0.82, 0.99], [1.52, 1.43, -1.52], [0.27, 0.12, -0.49], [-2.10, -0.09, -0.10], [1.26, -2.44, -0.73], [-0.21, -0.35, 0.34], [-1.02, 0.85, -0.23], [-0.89, 0.78, 2.32], [0.60, 0.04, -0.06]]}

***

{"formula": "C12H18N2O3S2", "method": "ωB97M-V/def2-TZVPD", "e_tot_ev": -43530.1314, "homo_ev": -8.19, "e_above_lowest_kcal_mol": 3.5, "elements": ["C", "O", "C", "O", "C", "C", "C", "S", "C", "N", "C", "O", "N", "C", "C", "C", "C", "C", "S", "H", "H", "H", "H", "H", "H", "H", "H", "H", "H", "H", "H", "H", "H", "H", "H", "H", "H"], "coordinates": [[-0.0473, -3.7889, 0.8814], [0.9040, -2.9154, 0.2813], [0.4057, -1.9401, -0.4654], [-0.7668, -1.7900, -0.6969], [1.4822, -1.0075, -1.0355], [2.6219, -0.7703, -0.0397], [3.6523, 0.1977, -0.6028], [4.7181, 0.8710, 0.7121], [3.5989, 2.1487, 1.3541], [0.8304, 0.2301, -1.4358], [0.0966, 0.9165, -0.4812], [0.3685, 0.9065, 0.7005], [-0.8837, 1.7132, -1.0046], [-1.8637, 2.2994, -0.1037], [-2.9959, 1.3574, 0.1515], [-4.2190, 1.3301, -0.4471], [-5.0179, 0.2471, -0.0197], [-4.3815, -0.5358, 0.8880], [-2.7993, 0.0296, 1.2423], [-0.6071, -4.3250, 0.1125], [0.5229, -4.4813, 1.4945], [-0.7462, -3.2151, 1.4926], [1.8866, -1.4745, -1.9418], [3.0898, -1.7250, 0.1995], [2.1926, -0.3595, 0.8737], [4.3167, -0.2923, -1.3137], [3.1669, 1.0449, -1.0863], [3.5708, 2.9819, 0.6564], [2.6050, 1.7326, 1.4898], [4.0020, 2.4749, 2.3068], [0.3941, 0.1799, -2.3450], [-1.2231, 1.5016, -1.9307], [-1.3330, 2.5204, 0.8255], [-2.2345, 3.2270, -0.5477], [-4.5438, 2.0657, -1.1624], [-6.0158, 0.0634, -0.3756], [-4.7473, -1.4189, 1.3732]], "atomic_forces_ev_per_a": [[-0.35, -0.15, 0.04], [0.40, -0.05, 0.07], [-0.12, 0.23, -0.39], [-0.01, -0.22, 0.08], [-0.11, 0.02, 0.41], [0.03, 0.04, -0.16], [0.18, 0.15, 0.52], [0.01, 0.00, -0.08], [0.23, -0.32, -0.29], [0.08, -0.13, -0.23], [0.13, 0.36, -0.81], [-0.10, -0.22, 0.57], [-0.08, 0.21, -0.18], [0.12, -0.02, 0.06], [0.05, -0.14, 0.25], [0.24, 0.16, 0.09], [-0.10, -0.21, 0.06], [0.30, 0.02, 0.14], [-0.45, 0.24, -0.29], [0.04, 0.03, 0.08], [-0.02, 0.04, -0.03], [0.06, -0.07, -0.03], [-0.09, 0.03, 0.08], [0.00, 0.04, 0.01], [0.11, -0.14, -0.08], [-0.02, 0.04, -0.10], [0.04, -0.06, -0.12], [-0.09, 0.10, 0.04], [-0.10, 0.06, 0.08], [-0.01, 0.07, 0.09], [0.01, 0.00, 0.13], [0.04, -0.08, 0.10], [-0.11, 0.14, -0.17], [0.02, -0.08, 0.13], [-0.01, 0.17, -0.13], [-0.17, -0.07, -0.03], [-0.13, -0.18, 0.08]]}

***

{"formula": "CH3NO3S", "method": "ωB97M-V/def2-TZVPD", "e_tot_ev": -19552.0714, "homo_ev": -10.06, "e_above_lowest_kcal_mol": 28.7, "elements": ["C", "N", "O", "O", "O", "S", "H", "H", "H"], "coordinates": [[-0.0225, 0.4481, 0.1867], [0.8321, -0.4662, 0.2271], [2.8284, 1.2953, -0.5378], [3.3910, -1.0720, -0.6479], [-1.2183, 0.5018, -0.3283], [3.0059, 0.0528, 0.1742], [0.3184, 1.5661, 0.7660], [0.6310, -1.3485, -0.2387], [-1.4538, -0.3065, -0.8128]], "atomic_forces_ev_per_a": [[1.86, 3.97, 2.46], [-0.26, -0.73, -0.21], [-0.04, 0.02, 0.25], [-0.23, 0.11, 0.32], [-1.00, -0.02, -0.48], [0.90, 0.07, -0.47], [-1.26, -3.47, -1.98], [-0.08, -0.01, -0.02], [0.12, 0.06, 0.13]]}

***

{"formula": "C4H10S2", "method": "ωB97M-V/def2-TZVPD", "multiplicity": 2, "total_charge": -1, "e_tot_ev": -25977.9812, "homo_ev": [-2.13, -2.30], "e_above_lowest_kcal_mol": 56.7, "s_squared": 0.7561, "elements": ["C", "C", "S", "S", "C", "C", "H", "H", "H", "H", "H", "H", "H", "H", "H", "H"], "coordinates": [[2.2819, -0.0783, 1.2376], [2.6154, 0.3054, -0.1389], [0.1301, -1.6471, -0.9463], [-1.2158, -1.5369, 0.5694], [-2.0354, 0.0824, 0.3131], [-2.3575, 0.3799, -1.1354], [1.5033, -0.5062, 0.2264], [2.0525, 0.6716, 1.9759], [2.6640, -1.0148, 1.6735], [2.4786, 1.3449, -0.4435], [3.5398, -0.1408, -0.5056], [-2.9036, -0.0468, 0.9530], [-1.4186, 0.8780, 0.6823], [-2.7143, 1.3850, -1.3983], [-3.1803, -0.2839, -1.3723], [-1.4399, 0.2077, -1.6908]], "atomic_forces_ev_per_a": [[-0.20, -0.76, -0.50], [1.97, 0.54, 0.69], [0.44, -0.26, -0.21], [-0.40, 0.09, 0.04], [0.07, 0.00, -0.01], [-0.61, -0.06, 0.24], [-0.24, 0.21, 0.67], [-0.63, 0.17, 0.03], [0.03, 0.51, -0.49], [-0.36, -0.33, 0.09], [-0.32, -0.19, -0.56], [-0.32, 0.39, 0.03], [0.51, 0.38, 0.57], [0.15, 0.11, 0.63], [0.10, -0.42, -0.80], [-0.18, -0.37, -0.41]]}